Here is a cluster of 2 separate species, C6H15NO3S in total in a non-equilibrium geometry from OMol25. Energies are from the ωB97M-V functional and the def2-TZVPD basis.

For the frontier orbital gap, the calculation gives 7.78 eV. Its total charge is 0. As for the HOMO energy: -8.47 eV. The energy above the lowest of the compared OMol25 structures with the same formula, charge and spin is 352.1 kJ/mol. For the LUMO energy, the calculation gives -0.69 eV. As for the spin multiplicity: 1.

Positions of all 26 atoms, in Å:
S: 3.61 -0.47 0.49
O: 3.62 -1.62 -0.42
O: 4.16 0.79 0.06
O: 3.19 -0.62 1.85
N: -0.41 0.32 -0.61
C: 0.02 -2.17 -0.62
C: 1.12 2.19 -0.81
C: -1.06 0.81 0.58
C: -0.63 0.24 1.92
C: -0.88 -1.03 -1.14
C: 0.96 0.63 -0.61
H: -1.96 -0.96 -0.86
H: 0.39 2.66 -1.50
H: 1.30 0.02 -1.53
H: 0.49 0.40 2.16
H: 1.99 2.50 -1.20
H: -2.11 0.75 0.55
H: 1.66 0.20 0.20
H: 1.21 2.63 0.21
H: -0.83 1.81 0.50
H: -0.67 -3.13 -0.58
H: -0.82 -0.90 2.01
H: -1.00 -1.14 -2.16
H: -1.09 0.71 2.68
H: 0.94 -2.25 -1.21
H: 0.47 -2.00 0.43

=====

Here is a structure of composition C33H40BaCl3N2O4P2SSi2 in a non-equilibrium geometry from OMol25. Energies are from the ωB97M-V functional and the def2-TZVPD basis.

For the frontier orbital gap (spin up / spin down), the calculation gives 5.41 / 5.69 eV. Its total charge is -2. As for the HOMO energy (spin up / spin down): -1.58 / -1.86 eV. The energy above the lowest of the compared OMol25 structures with the same formula, charge and spin is 96.1 kJ/mol. For the LUMO energy (spin up / spin down), the calculation gives 3.83 / 3.83 eV. As for the spin multiplicity: 2.

Positions of all 88 atoms, in Å:
Ba: -1.05 1.10 -0.49
Cl: -5.33 4.90 -4.39
Cl: -8.01 5.34 -3.54
Cl: -4.31 2.05 -1.69
S: 0.65 0.75 -3.53
P: 0.85 -1.71 0.45
P: 0.03 0.71 2.60
Si: -1.31 -3.24 -1.11
Si: -2.87 1.23 3.22
O: -4.32 1.70 -3.07
O: -3.29 3.03 -1.48
O: -3.97 0.86 -0.87
O: -5.50 2.64 -1.19
N: -0.29 -1.99 -0.72
N: -1.41 1.35 2.15
C: 1.32 -3.24 1.40
C: 3.50 2.30 -1.48
C: 1.17 1.84 -2.40
C: 2.37 4.51 1.41
C: 0.96 2.22 2.30
C: 5.21 3.35 -2.84
C: 0.85 -0.32 1.45
C: 0.34 3.46 1.95
C: -4.23 2.42 2.59
C: 4.63 -1.84 -2.21
C: 1.10 -3.39 2.81
C: 2.38 -1.58 -0.46
C: 3.70 -1.35 0.03
C: -2.69 -2.48 -2.00
C: 3.37 -2.16 -2.59
C: 1.62 -5.64 1.27
C: 2.58 2.30 -2.55
C: 2.35 2.20 2.28
C: 1.25 -4.67 3.41
C: -3.67 -0.51 3.13
C: 1.56 -5.72 2.62
C: 3.03 3.36 1.80
C: 4.80 -1.50 -0.83
C: -0.63 -4.44 -2.44
C: -2.45 1.55 4.99
C: 3.09 2.77 -3.80
C: 1.56 -4.41 0.68
C: 2.26 -1.95 -1.82
C: 4.78 2.83 -1.64
C: 4.39 3.27 -3.91
C: -1.87 -4.51 0.16
C: 0.99 4.53 1.41
C: -6.51 4.52 -3.12
H: -3.17 -1.69 -1.36
H: 0.27 -4.94 -2.03
H: 2.42 2.82 -4.62
H: -4.61 -0.57 3.74
H: -2.65 -5.13 -0.21
H: 5.54 -1.90 -2.73
H: 3.20 -2.58 -3.56
H: -1.40 1.44 5.00
H: 1.56 -4.32 -0.38
H: 1.25 -4.78 4.49
H: 0.48 5.39 1.16
H: 1.78 -6.50 0.71
H: -0.71 3.62 1.95
H: 2.80 1.25 2.37
H: -5.18 2.21 3.05
H: -4.00 3.41 2.94
H: 2.94 5.32 0.92
H: 3.13 2.13 -0.50
H: 5.43 2.74 -0.73
H: 3.77 -1.04 1.04
H: 1.21 -2.18 -2.16
H: 6.16 3.79 -2.97
H: -6.78 3.51 -3.15
H: -2.55 -1.98 -2.97
H: 1.86 -6.61 3.00
H: -3.41 -3.36 -2.13
H: -4.38 2.38 1.51
H: 0.88 -2.42 3.33
H: 5.79 -1.24 -0.48
H: 4.14 3.37 1.84
H: 4.66 3.76 -4.88
H: -6.26 4.92 -2.15
H: -2.06 -4.13 1.14
H: -2.84 -1.11 3.60
H: -0.38 -4.01 -3.65
H: -2.76 2.48 5.42
H: -3.90 -0.82 2.03
H: -2.83 0.70 5.60
H: -1.01 -5.19 0.24
H: -1.37 -5.17 -2.41

=====

Here is a structure of composition C28H47BrNP3Re in a non-equilibrium geometry from OMol25. Energies are from the ωB97M-V functional and the def2-TZVPD basis.

For the frontier orbital gap (spin up / spin down), the calculation gives 6.67 / 5.05 eV. Its total charge is +4. As for the HOMO energy (spin up / spin down): -18.85 / -19.71 eV. The energy above the lowest of the compared OMol25 structures with the same formula, charge and spin is 44.5 kJ/mol. For the LUMO energy (spin up / spin down), the calculation gives -12.18 / -14.66 eV. As for the spin multiplicity: 4.

Positions of all 81 atoms, in Å:
Re: -0.15 0.37 -1.32
Br: -2.09 -0.42 3.35
P: 0.12 1.60 4.80
P: 1.75 -0.75 -0.05
P: -1.33 -1.54 -1.41
N: -1.20 4.82 -5.50
C: -3.47 -2.97 -0.27
C: -0.59 1.79 0.19
C: -1.07 2.05 -1.11
C: 0.82 2.03 2.17
C: 1.63 2.56 5.01
C: 0.62 2.24 0.81
C: 0.54 -0.07 5.36
C: -2.63 -0.53 -2.43
C: 1.91 -3.32 1.15
C: -2.13 -2.32 0.09
C: -0.51 2.03 -2.34
C: -0.22 -3.01 -1.99
C: -0.61 4.34 -3.25
C: -1.44 1.16 2.39
C: -2.85 -0.70 -3.93
C: -1.45 0.93 0.93
C: 3.14 0.11 0.78
C: -1.10 2.35 5.86
C: -0.90 5.25 -4.28
C: 1.21 -1.98 1.23
C: 2.03 -0.57 -2.75
C: -0.69 -4.48 -1.93
C: -0.18 1.60 3.04
C: 4.37 -0.76 1.03
C: -1.20 3.52 -5.77
C: -0.90 2.55 -4.80
C: 2.52 -1.43 -1.59
C: -0.63 2.95 -3.49
H: 1.38 -1.48 2.19
H: 2.80 0.16 -3.04
H: -2.43 0.72 0.51
H: -1.32 -4.77 -2.79
H: 1.17 0.14 -2.48
H: -2.26 -1.58 0.90
H: -3.90 -0.97 -4.14
H: -2.23 1.92 2.53
H: -4.13 -2.30 -0.83
H: -1.57 3.19 5.36
H: 0.21 -5.13 -1.99
H: -0.89 6.34 -4.10
H: 1.80 2.73 6.07
H: 1.71 -1.14 -3.62
H: 3.61 -1.41 -1.45
H: -0.37 4.74 -2.27
H: 1.37 2.72 0.17
H: 2.24 -2.48 -1.73
H: 0.39 -0.14 6.44
H: -1.44 3.23 -6.80
H: -3.32 -3.88 -0.87
H: -2.40 0.55 -2.28
H: 0.12 -2.08 1.15
H: 4.14 -1.60 1.69
H: -2.72 0.28 -4.40
H: 2.49 2.02 4.59
H: -0.10 -0.81 4.86
H: 2.74 0.50 1.72
H: -1.85 1.63 6.19
H: 1.58 -3.93 2.00
H: 0.73 -2.98 -1.40
H: 1.69 -3.85 0.22
H: -1.21 -4.73 -0.99
H: -3.55 -0.71 -1.89
H: -0.57 2.74 6.74
H: 1.81 2.22 2.56
H: 3.37 0.98 0.15
H: 5.12 -0.12 1.51
H: -2.19 -1.42 -4.46
H: 1.52 3.52 4.50
H: -1.45 -3.09 0.51
H: -3.97 -3.26 0.67
H: 4.78 -1.16 0.09
H: 3.00 -3.19 1.21
H: 1.59 -0.29 5.11
H: 0.08 -2.76 -3.02
H: -0.88 1.50 -5.08

=====

Here is a cluster of 2 separate species, C2H6N4 in total in a non-equilibrium geometry from OMol25. Energies are from the ωB97M-V functional and the def2-TZVPD basis.

For the frontier orbital gap, the calculation gives 11.90 eV. Its total charge is +2. As for the HOMO energy: -20.37 eV. The energy above the lowest of the compared OMol25 structures with the same formula, charge and spin is 70.1 kJ/mol. For the LUMO energy, the calculation gives -8.47 eV. As for the spin multiplicity: 1.

Positions of all 12 atoms, in Å:
N: -0.99 0.20 -0.66
N: 1.49 -1.16 -0.32
N: 2.91 0.71 0.38
N: -2.89 -0.71 0.60
C: -2.01 -0.08 -0.12
C: 2.21 -0.33 0.05
H: 3.38 1.41 -0.25
H: 3.24 0.76 1.34
H: -3.56 -1.48 0.23
H: -3.33 -0.14 1.31
H: -0.83 1.00 -1.29
H: 1.34 -2.04 -0.65

=====

Here is a cluster of 3 separate species, C2H2OS in total in a non-equilibrium geometry from OMol25. Energies are from the ωB97M-V functional and the def2-TZVPD basis.

For the frontier orbital gap (spin up / spin down), the calculation gives 7.07 / 7.63 eV. Its total charge is 0. As for the HOMO energy (spin up / spin down): -8.09 / -8.25 eV. The energy above the lowest of the compared OMol25 structures with the same formula, charge and spin is 345.3 kJ/mol. For the LUMO energy (spin up / spin down), the calculation gives -1.01 / -0.62 eV. As for the spin multiplicity: 1.

Positions of all 6 atoms, in Å:
S: -3.51 -0.04 -0.26
O: 1.37 1.67 0.42
C: -2.48 0.67 0.65
C: 0.58 1.74 -0.45
H: -0.85 1.36 -0.22
H: -2.52 0.65 1.72

=====

Here is the molecule C4H4O3 from OMol25. Energies are from the ωB97M-V functional and the def2-TZVPD basis.

For the frontier orbital gap, the calculation gives 8.95 eV. Its total charge is 0. As for the HOMO energy: -9.74 eV. The energy above the lowest of the compared OMol25 structures with the same formula, charge and spin is 164.8 kJ/mol. For the LUMO energy, the calculation gives -0.79 eV. As for the spin multiplicity: 1.

Positions of all 11 atoms, in Å:
O: -1.45 1.96 -0.84
O: -1.13 -0.49 1.53
O: 1.12 0.72 -0.87
C: -0.69 0.16 0.61
C: 1.00 -1.52 -0.07
C: -1.45 1.44 0.25
C: 0.53 -0.27 -0.15
H: -2.09 1.78 1.08
H: 1.76 0.30 -1.46
H: 1.96 -1.77 -0.52
H: 0.45 -2.30 0.43